[1]
{"formula": "C4H6S3", "method": "ωB97M-V/def2-TZVPD", "elements": ["S", "C", "S", "C", "C", "C", "S", "H", "H", "H", "H", "H", "H"], "coordinates": [[2.033, -2.959, -1.067], [1.116, -1.668, -0.736], [1.088, -0.128, -1.632], [0.084, 1.106, -0.688], [-1.034, 0.551, 0.101], [-0.300, -0.176, 1.222], [0.015, -1.886, 0.752], [-0.316, 1.898, -1.439], [0.913, 1.655, -0.293], [-1.802, -0.087, -0.477], [-1.541, 1.371, 0.618], [-1.061, -0.082, 2.196], [0.805, 0.405, 1.443]], "nbo_charge": [0.056, -0.509, 0.310, -0.520, -0.468, -0.574, 0.283, 0.238, 0.230, 0.246, 0.222, 0.256, 0.230], "e_tot_ha": -1350.5043, "homo_lumo_gap_ev": 8.44, "e_homo_ev": -8.61, "smiles": "S=C1SCCCS1", "relative_energy_kcal_mol": 26.9}


[2]
{"formula": "C4H6S3", "method": "ωB97M-V/def2-TZVPD", "elements": ["S", "C", "C", "S", "C", "C", "S", "H", "H", "H", "H", "H", "H"], "coordinates": [[1.993, -0.806, 1.753], [0.807, -0.139, 0.908], [-0.682, -0.418, 0.798], [-1.209, -2.094, 1.174], [-0.587, 0.105, -0.668], [0.755, 0.778, -0.294], [2.180, 0.702, -1.404], [-1.224, 0.286, 1.407], [-2.512, -1.887, 0.921], [-0.433, -0.714, -1.364], [-1.408, 0.760, -1.020], [0.621, 1.846, 0.039], [1.699, 1.580, -2.248]], "nbo_charge": [0.128, -0.075, -0.429, 0.012, -0.404, -0.428, 0.017, 0.242, 0.124, 0.230, 0.218, 0.249, 0.115], "e_tot_ha": -1350.5234, "homo_lumo_gap_ev": 8.43, "e_homo_ev": -8.91, "smiles": "S=C1[C@H](S)C[C@@H]1S", "relative_energy_kcal_mol": 14.9}


[3]
{"formula": "C4H7Br2OP", "method": "ωB97M-V/def2-TZVPD", "elements": ["O", "P", "Br", "C", "C", "C", "C", "H", "H", "H", "H", "H", "H", "Br", "H"], "coordinates": [[0.975, 1.098, -1.914], [0.558, 0.739, -0.513], [1.324, 2.437, 0.692], [1.225, -0.516, 0.559], [0.289, -0.932, 1.453], [-1.037, -0.235, 1.458], [-1.152, 0.312, -0.054], [2.196, -0.934, 0.476], [0.520, -1.664, 2.215], [-1.902, -0.748, 1.762], [-0.944, 0.776, 2.074], [-1.215, -0.524, -0.629], [-1.769, 1.172, -0.243], [0.361, -1.139, -3.985], [0.569, 0.156, -3.350]], "nbo_charge": [-1.058, 1.804, -0.249, -0.611, -0.111, -0.439, -0.746, 0.253, 0.223, 0.234, 0.239, 0.243, 0.256, -0.306, 0.269], "e_tot_ha": -5721.2579, "homo_lumo_gap_ev": 10.24, "e_homo_ev": -10.10, "smiles": "O=[P@]1(Br)C=CCC1.Br", "relative_energy_kcal_mol": 25.4}


[4]
{"formula": "C4H7BrN2", "method": "ωB97M-V/def2-TZVPD", "elements": ["C", "N", "C", "C", "Br", "C", "N", "H", "H", "H", "H", "H", "H", "H"], "coordinates": [[-1.133, 1.125, 0.932], [-0.787, -0.290, 0.677], [0.108, -0.543, -0.297], [1.698, 0.030, -0.210], [-0.360, 0.337, -2.285], [0.093, -1.944, -0.721], [0.119, -3.031, -1.093], [-2.110, 1.194, 1.608], [-0.493, 1.931, 1.349], [-1.519, 1.599, 0.022], [-1.583, -0.866, 0.475], [2.032, -0.273, 0.782], [1.631, 1.101, -0.168], [2.303, -0.367, -1.069]], "nbo_charge": [-0.462, -0.584, 0.180, -0.595, -0.246, 0.209, -0.263, 0.220, 0.233, 0.217, 0.399, 0.216, 0.224, 0.251], "e_tot_ha": -2840.0847, "homo_lumo_gap_ev": 9.97, "e_homo_ev": -9.93, "smiles": "CN[C@](C)(Br)C#N", "relative_energy_kcal_mol": 7.0}


[5]
{"formula": "C4H7BrN2P", "method": "ωB97M-V/def2-TZVPD", "elements": ["C", "P", "C", "N", "C", "Br", "C", "N", "H", "H", "H", "H", "H", "H", "H"], "coordinates": [[-1.234, -0.950, -0.232], [0.036, 0.376, -0.604], [1.317, -0.592, -1.491], [2.360, -0.794, -0.722], [2.652, -0.234, 0.570], [4.273, -0.953, 1.275], [1.904, 0.611, 1.310], [0.722, 1.077, 0.770], [-1.288, -1.586, 0.705], [-1.190, -1.648, -1.137], [-2.282, -0.401, -0.309], [-0.437, 1.484, -1.376], [2.992, -1.465, -0.978], [2.105, 0.966, 2.404], [0.251, 1.727, 1.314]], "nbo_charge": [-0.996, 1.325, -0.116, -0.506, -0.031, 0.133, -0.018, -0.893, 0.311, 0.296, 0.282, 0.069, 0.428, 0.282, 0.433], "charge": 1, "e_tot_ha": -3181.1337, "homo_lumo_gap_ev": 8.33, "e_homo_ev": -12.87, "smiles": "C[P@@H]1=C=[NH+]C(Br)=CN1", "relative_energy_kcal_mol": 73.1}


[6]
{"formula": "C4H7BrNO2", "method": "ωB97M-V/def2-TZVPD", "elements": ["C", "C", "C", "C", "N", "O", "O", "Br", "H", "H", "H", "H", "H", "H", "H"], "coordinates": [[-1.785, 1.931, -0.017], [-0.030, -0.422, 1.314], [0.692, -1.095, -1.104], [-0.105, -0.216, -0.208], [-0.654, 0.899, -0.593], [-2.033, 2.687, -0.933], [-2.077, 1.742, 1.090], [3.100, -0.869, 1.118], [0.260, -1.552, 1.564], [-0.883, -0.301, 1.987], [0.986, 0.103, 1.364], [0.363, -2.104, -1.003], [1.840, -0.988, -0.744], [0.776, -0.908, -2.242], [-0.451, 1.092, -1.592]], "nbo_charge": [0.926, -0.730, -0.761, 0.460, -0.601, -0.719, -0.660, -0.877, 0.222, 0.262, 0.319, 0.232, 0.330, 0.209, 0.386], "charge": -1, "e_tot_ha": -2935.9339, "homo_lumo_gap_ev": 8.07, "e_homo_ev": -4.56, "relative_energy_kcal_mol": 32.9}


[7]
{"formula": "C4H7BrO", "method": "ωB97M-V/def2-TZVPD", "elements": ["C", "O", "C", "Br", "C", "C", "H", "H", "H", "H", "H", "H", "H"], "coordinates": [[-1.121, -0.521, -1.422], [-0.805, -0.902, -0.081], [0.361, -0.391, 0.267], [1.891, -1.317, -0.516], [0.562, 1.041, 0.493], [0.533, 0.178, 1.718], [-0.623, 0.438, -1.476], [-2.240, -0.431, -1.602], [-0.606, -1.256, -2.262], [-0.347, 1.688, 0.353], [1.414, 1.467, -0.010], [1.342, -0.253, 2.277], [-0.361, 0.257, 2.260]], "nbo_charge": [-0.272, -0.512, 0.235, -0.043, -0.479, -0.424, 0.180, 0.205, 0.191, 0.227, 0.237, 0.233, 0.223], "e_tot_ha": -2805.7848, "homo_lumo_gap_ev": 10.45, "e_homo_ev": -9.58, "smiles": "COC1(Br)CC1", "relative_energy_kcal_mol": 44.6}


[8]
{"formula": "C4H7BrO", "method": "ωB97M-V/def2-TZVPD", "elements": ["C", "C", "C", "C", "O", "Br", "H", "H", "H", "H", "H", "H", "H"], "coordinates": [[-1.664, -3.075, 0.113], [0.858, -0.259, -0.288], [0.006, 1.904, 0.442], [0.208, 0.984, -0.767], [0.391, -1.320, -0.061], [2.771, 0.023, 0.107], [-1.558, -3.049, 1.207], [-0.933, -3.808, -0.249], [-0.518, 2.802, 0.134], [0.958, 2.193, 0.880], [-0.586, 1.393, 1.196], [0.825, 1.489, -1.511], [-0.758, 0.723, -1.205]], "lowdin_spin": [1.683, 0.003, 0.000, 0.000, 0.049, 0.004, 0.131, 0.130, 0.000, 0.000, 0.000, 0.000, 0.000], "spin_multiplicity": 3, "e_tot_ha": -2805.6909, "s_squared": 2.00, "homo_lumo_gap_ev": [9.43, 9.78], "e_homo_ev": [-8.71, -10.42], "relative_energy_kcal_mol": 9.5}


[9]
{"formula": "C4H7CaO3", "method": "ωB97M-V/def2-TZVPD", "elements": ["H", "Ca", "O", "C", "O", "C", "H", "H", "O", "C", "C", "H", "H", "H", "H"], "coordinates": [[2.092, 1.722, -0.724], [1.588, -3.860, -0.461], [1.541, -1.919, -1.263], [1.590, -0.722, -1.032], [1.278, 0.188, -1.860], [1.274, 1.573, -1.434], [0.306, 1.752, -0.872], [1.370, 2.180, -2.335], [-0.353, 0.804, 2.423], [-0.773, -0.010, 1.625], [-2.207, -0.180, 1.270], [-0.037, -0.765, 1.157], [-2.795, 0.710, 1.513], [-2.273, -0.411, 0.195], [-2.600, -1.062, 1.798]], "lowdin_spin": [0.006, 0.017, 0.205, 0.556, 0.167, 0.018, 0.001, 0.001, 0.010, 0.008, 0.002, 0.008, 0.000, 0.000, 0.000], "charge": 2, "spin_multiplicity": 2, "e_tot_ha": -1059.2311, "s_squared": 0.75, "homo_lumo_gap_ev": [5.74, 5.65], "e_homo_ev": [-15.92, -15.89], "relative_energy_kcal_mol": 9.8}


[10]
{"formula": "C4H7CdO2", "method": "ωB97M-V/def2-TZVPD", "elements": ["O", "C", "C", "H", "H", "H", "Cd", "C", "C", "O", "H", "H", "H", "H"], "coordinates": [[-0.441, 1.117, 0.980], [0.184, 0.266, 1.725], [1.545, 0.165, 1.929], [1.969, -0.801, 2.209], [-0.395, -0.655, 1.925], [2.015, 1.058, 2.352], [-1.092, 1.121, -0.814], [2.449, 0.691, -1.155], [1.553, -0.322, -0.857], [2.791, 1.747, -0.366], [2.589, 0.951, -2.213], [1.205, -1.148, -0.234], [1.226, -0.805, -1.786], [2.585, 1.594, 0.571]], "lowdin_spin": [0.156, 0.003, 0.031, 0.002, 0.001, 0.002, 0.719, 0.036, 0.031, 0.016, 0.001, 0.000, 0.003, 0.001], "spin_multiplicity": 2, "e_tot_ha": -474.6280, "s_squared": 0.75, "homo_lumo_gap_ev": [8.25, 6.07], "e_homo_ev": [-7.74, -7.86], "relative_energy_kcal_mol": 40.9}


Max |F|
In order: 0.08584; 0.02092; 0.09111; 0.09024; 0.08733; 0.08544; 0.06079; 0.05071; 0.04194; 0.07629
Unit: hartree/bohr